The following is a quantum chemistry calculation of 4 unconnected molecules or ions with the total composition C13H26Cl2O7, from OMol25.

```
48
Properties=species:S:1:pos:R:3:forces:R:3:nbo_charge:R:1
C 2.5186 2.3805 -5.0533 0.07 0.20 0.48 -0.622
C 2.4062 1.4145 -3.8860 0.44 -0.34 -1.04 -0.070
O 2.2009 2.1687 -2.6955 -0.09 -0.08 0.17 -0.504
C 2.2969 1.4792 -1.5567 -0.01 0.00 -0.13 0.992
O 2.5712 0.3129 -1.4582 0.09 -0.19 -0.09 -0.651
O 2.0225 2.3015 -0.5542 0.17 0.02 0.17 -0.499
C 2.3059 1.7998 0.7523 0.03 0.04 0.72 -0.262
H 3.3644 3.0528 -4.8977 0.00 -0.04 -0.03 0.213
H 1.6251 2.9986 -5.1436 -0.05 -0.11 -0.11 0.214
H 2.6916 1.8245 -5.9720 -0.10 -0.01 -0.05 0.219
H 3.3259 0.8295 -3.8159 -0.02 0.08 0.24 0.192
H 1.6058 0.6926 -4.0643 -0.18 0.16 0.33 0.185
H 2.0530 0.7508 0.8812 -0.13 0.02 -0.26 0.201
H 1.7130 2.3928 1.4432 -0.08 0.04 -0.11 0.212
H 3.3608 1.9284 1.0030 0.00 0.04 -0.25 0.185
C -3.9143 1.7162 -2.1719 -0.20 -0.06 0.40 -0.623
C -2.7977 1.5807 -1.1554 -0.10 -0.48 -0.15 -0.084
O -1.6707 2.3243 -1.6517 -0.10 0.02 -0.03 -0.526
C -1.0355 3.1231 -0.7748 0.33 0.15 0.08 0.803
C -0.1222 4.0813 -1.4767 0.35 -0.04 -0.60 -0.723
O -1.1903 3.0612 0.4156 -0.06 0.04 0.17 -0.604
H -4.8180 1.2411 -1.7803 0.05 0.05 -0.02 0.216
H -3.6700 1.2220 -3.1096 0.13 0.07 -0.06 0.212
H -4.1317 2.7670 -2.3571 -0.03 0.01 -0.06 0.211
H -3.0503 1.9182 -0.1527 -0.11 0.24 -0.12 0.213
H -2.5219 0.5281 -1.0481 0.20 0.05 -0.07 0.179
H 0.3925 3.5793 -2.2990 -0.17 0.00 0.11 0.246
H 0.6454 4.4687 -0.8156 -0.23 0.06 0.18 0.239
H -0.6863 4.8955 -1.9333 -0.16 0.02 0.20 0.234
C -1.4736 -4.6213 5.7388 0.12 -0.19 -0.37 -0.634
C -1.2591 -3.3168 4.9754 -0.54 -0.26 0.41 -0.079
O -0.1095 -3.3596 4.1350 0.34 -0.27 0.06 -0.517
C -0.2636 -3.9703 2.9395 0.00 0.45 -0.06 0.798
C 1.0434 -4.1382 2.2371 0.55 0.61 -0.34 -0.721
O -1.3303 -4.2538 2.4716 -0.24 -0.33 0.07 -0.592
H -0.7684 -4.7401 6.5606 -0.11 0.12 0.11 0.207
H -1.3491 -5.4981 5.0980 -0.04 0.18 -0.16 0.218
H -2.5055 -4.6533 6.0890 0.10 0.03 0.28 0.217
H -2.1521 -3.0938 4.3964 0.09 0.08 -0.21 0.199
H -1.0967 -2.5109 5.6877 0.14 0.12 -0.15 0.188
H 1.8691 -4.3888 2.9002 -0.18 -0.29 0.08 0.235
H 1.3286 -3.1637 1.8196 -0.19 0.00 0.09 0.237
H 0.9554 -4.8055 1.3865 -0.07 -0.23 0.16 0.240
Cl -0.6205 -0.7071 1.2740 -0.04 0.03 0.06 -0.031
C 0.0278 -1.1911 -0.3016 0.13 -0.06 0.23 -0.399
Cl -0.7508 -2.6452 -0.9177 -0.12 -0.03 -0.12 -0.016
H -0.1153 -0.3680 -0.9879 -0.06 -0.01 -0.13 0.220
H 1.0791 -1.4083 -0.1741 0.08 0.07 -0.08 0.231
```
Forces are in eV/Å.

As for the SMILES: CCOC(=O)OC.CCOC(C)=O.CCOC(C)=O.ClCCl. The calculation puts the frontier orbital gap at 10.88 eV.